Density functional theory data (ωB97M-V with the def2-TZVPD basis set) for a single C24H43BF5I2O9P molecule at a distorted geometry.

Cartesian coordinates (Å):
C: -3.71 3.54 -5.46
C: -2.84 4.45 -4.46
O: -3.54 4.78 -3.21
C: -3.68 3.53 -2.51
C: -3.73 3.75 -0.92
O: -3.32 2.50 -0.31
C: -3.21 2.77 1.10
C: -2.86 1.41 1.85
O: -1.69 0.73 1.29
C: -1.66 -0.55 1.97
C: -0.38 -1.45 1.54
C: -0.44 -1.50 -0.06
C: -1.85 -2.07 -0.66
C: -1.63 -3.03 -1.92
O: -1.64 -2.30 -3.18
C: -0.43 -1.61 -3.42
C: 1.04 -2.19 -3.22
O: -0.52 -0.44 -3.88
O: -0.55 -2.68 2.24
C: -0.16 -3.88 1.56
C: 1.38 -4.02 1.14
B: -0.40 -5.10 2.65
O: -1.02 -6.33 2.19
O: -0.01 -4.90 4.02
C: 1.04 -0.80 2.02
O: 1.76 -0.51 0.80
C: 3.16 -0.26 0.93
P: 3.62 0.66 -0.72
C: 4.77 2.12 -0.37
C: 2.04 1.48 -1.44
C: 4.12 -1.54 0.95
F: 3.98 -2.17 -0.33
F: 3.93 -2.43 2.03
C: 5.69 -1.12 1.02
F: 6.34 -2.22 1.67
F: 5.93 -0.01 1.86
F: 6.30 -1.02 -0.24
C: 0.99 0.34 3.11
I: 2.63 -0.12 4.56
C: 1.21 1.86 2.55
C: -0.03 2.85 2.94
I: 2.92 2.72 3.67
H: -3.09 2.62 -5.73
H: -4.70 3.18 -5.03
H: -3.96 4.18 -6.37
H: -2.63 5.45 -4.97
H: -1.83 3.94 -4.26
H: -2.81 2.79 -2.70
H: -4.63 2.98 -2.83
H: -4.74 4.14 -0.55
H: -2.91 4.52 -0.67
H: -2.50 3.64 1.34
H: -4.25 3.09 1.49
H: -3.81 0.75 1.79
H: -2.68 1.61 2.96
H: -1.75 -0.45 3.12
H: -2.65 -1.07 1.69
H: 0.36 -2.13 -0.56
H: -0.38 -0.45 -0.52
H: -2.51 -1.19 -0.98
H: -2.44 -2.59 0.19
H: -0.69 -3.64 -1.74
H: -2.50 -3.77 -1.96
H: 1.52 -1.62 -2.34
H: 1.70 -1.99 -4.13
H: 1.06 -3.31 -3.00
H: -0.78 -4.19 0.66
H: 1.84 -3.10 0.66
H: 1.54 -4.95 0.48
H: 1.99 -4.22 2.10
H: -0.52 -6.69 1.42
H: -0.58 -5.52 4.53
H: 1.60 -1.68 2.52
H: 3.48 0.48 1.74
H: 5.75 1.85 0.13
H: 5.05 2.55 -1.40
H: 4.20 2.92 0.20
H: 1.19 1.52 -0.68
H: 1.73 0.98 -2.43
H: 2.27 2.57 -1.72
H: 0.10 0.38 3.81
H: 1.39 1.92 1.44
H: 0.36 3.85 3.33
H: -0.57 3.05 1.94
H: -0.76 2.37 3.67

The calculation puts the HOMO-LUMO gap at 7.2 eV. The net charge is 0.